No. 1
{"formula": "C38H52BN10S4Tc", "method": "ωB97M-V/def2-TZVPD", "multiplicity": 1, "e_lumo_ha": [-0.2577, -0.2577], "e_homo_ha": [-0.4339, -0.4339], "total_charge": 2, "gap_ev": [4.796, 4.796], "symbols": ["Tc", "C", "C", "C", "C", "N", "C", "C", "N", "B", "N", "C", "C", "N", "C", "S", "C", "C", "C", "C", "N", "C", "C", "N", "C", "S", "C", "C", "C", "C", "C", "S", "H", "H", "H", "H", "H", "H", "H", "H", "H", "H", "H", "H", "H", "H", "H", "H", "H", "H", "H", "H", "H", "H", "H", "H", "H", "H", "H", "H", "H", "H", "H", "H", "H", "H", "C", "C", "N", "C", "S", "N", "N", "C", "C", "C", "C", "C", "C", "C", "N", "H", "H", "H", "H", "H", "H", "H", "H", "H", "H", "H", "H", "H", "C", "C", "C", "C", "C", "C", "C", "H", "H", "H", "H", "H"], "xyz": [[0.761, 1.098, 0.959], [0.791, -0.105, -6.776], [1.313, 0.201, -5.376], [0.914, 1.615, -4.963], [2.828, 0.031, -5.375], [0.670, -0.743, -4.398], [-0.508, -1.420, -4.640], [-0.965, -1.914, -3.469], [-0.079, -1.539, -2.497], [-0.273, -1.529, -0.963], [0.771, -2.512, -0.362], [0.817, -3.885, -0.368], [2.009, -4.259, 0.161], [2.710, -3.113, 0.451], [1.931, -2.074, 0.121], [2.404, -0.388, 0.155], [4.054, -3.068, 1.130], [3.849, -2.499, 2.530], [5.033, -2.222, 0.314], [4.598, -4.491, 1.227], [-1.683, -1.823, -0.499], [-2.174, -2.904, 0.225], [-3.472, -2.661, 0.486], [-3.787, -1.426, -0.053], [-2.680, -0.908, -0.645], [-2.477, 0.550, -1.442], [-5.162, -0.842, -0.097], [-5.630, -0.825, -1.550], [-5.161, 0.557, 0.519], [-6.103, -1.723, 0.724], [0.929, -0.832, -3.081], [2.426, -0.324, -2.280], [1.306, 0.546, -7.478], [-0.275, 0.094, -6.873], [0.995, -1.136, -7.065], [1.326, 2.330, -5.672], [1.295, 1.851, -3.969], [-0.172, 1.718, -4.952], [3.246, 0.654, -6.163], [3.109, -1.003, -5.576], [3.282, 0.345, -4.437], [-0.916, -1.522, -5.625], [-1.851, -2.481, -3.254], [0.023, -0.426, -0.621], [0.023, -4.487, -0.766], [2.406, -5.241, 0.321], [3.453, -1.481, 2.488], [4.805, -2.466, 3.047], [3.167, -3.124, 3.107], [4.919, -1.157, 0.504], [4.911, -2.401, -0.754], [6.048, -2.503, 0.587], [3.975, -5.134, 1.848], [5.580, -4.443, 1.692], [4.720, -4.944, 0.242], [-1.584, -3.762, 0.475], [-4.181, -3.275, 1.001], [-4.981, -0.198, -2.160], [-6.642, -0.428, -1.602], [-5.634, -1.835, -1.960], [-4.535, 1.246, -0.044], [-4.806, 0.509, 1.555], [-6.181, 0.937, 0.524], [-6.227, -2.715, 0.290], [-7.082, -1.248, 0.741], [-5.765, -1.823, 1.756], [-2.036, 6.261, -0.873], [-1.875, 5.005, -1.713], [-0.566, 4.371, -1.565], [-0.238, 3.585, -0.543], [1.296, 2.717, -0.669], [-1.056, 3.519, 0.491], [-0.773, 2.479, 1.321], [-1.501, 2.320, 2.380], [-2.465, 3.346, 2.863], [-1.368, 0.993, 3.010], [-2.145, 0.582, 4.082], [-2.067, -0.731, 4.517], [-1.202, -1.605, 3.882], [-0.423, -1.122, 2.845], [-0.504, 0.137, 2.414], [-2.960, 6.769, -1.143], [-1.209, 6.949, -1.040], [-2.070, 6.012, 0.185], [-1.992, 5.233, -2.772], [-2.625, 4.262, -1.441], [0.138, 4.536, -2.266], [-2.146, 4.325, 2.520], [-2.509, 3.347, 3.951], [-3.472, 3.168, 2.475], [-2.803, 1.286, 4.569], [-2.680, -1.068, 5.342], [-1.126, -2.641, 4.177], [0.294, -1.753, 2.338], [1.876, 1.521, 2.143], [2.857, 1.732, 3.156], [2.918, 0.842, 4.236], [3.888, 1.015, 5.206], [4.791, 2.066, 5.099], [4.735, 2.948, 4.027], [3.766, 2.789, 3.051], [2.200, 0.034, 4.300], [3.944, 0.337, 6.046], [5.546, 2.200, 5.862], [5.445, 3.760, 3.957], [3.704, 3.463, 2.208]], "forces_ev_per_a": [[0.391, -0.186, 0.038], [-0.057, -0.056, 0.042], [0.143, 0.096, -0.228], [-0.024, -0.054, 0.115], [-0.064, -0.169, 0.027], [0.174, 0.324, 0.203], [-0.169, -0.286, -0.064], [0.179, 0.273, -0.196], [0.966, 0.542, -0.101], [-0.457, -0.140, 0.034], [-0.013, -0.114, 0.153], [0.114, 0.145, 0.020], [-0.068, 0.011, -0.147], [0.057, -0.139, 0.158], [0.096, -0.091, -0.038], [-0.807, 0.490, -1.433], [0.247, -0.124, 0.068], [-0.085, 0.064, -0.069], [-0.064, 0.098, -0.073], [-0.091, 0.000, -0.026], [0.389, -0.470, 0.043], [-0.214, 0.018, -0.082], [0.257, -0.043, -0.041], [-0.178, -0.074, 0.138], [-0.071, 0.139, -0.175], [0.229, 0.481, -0.143], [-0.206, 0.018, 0.106], [0.078, 0.082, -0.054], [0.167, -0.004, 0.076], [0.089, 0.003, -0.048], [-0.957, -0.716, 0.887], [0.278, 0.060, 0.917], [0.019, 0.021, -0.015], [-0.006, 0.017, -0.005], [0.003, -0.021, -0.019], [0.027, 0.032, -0.038], [0.007, 0.047, 0.049], [-0.023, 0.010, -0.010], [0.028, 0.032, -0.012], [0.016, -0.036, -0.015], [0.046, 0.059, -0.050], [-0.012, 0.050, -0.061], [-0.090, 0.031, 0.056], [-0.013, 0.231, 0.195], [-0.056, -0.058, -0.030], [0.026, -0.045, 0.044], [0.026, 0.007, 0.046], [0.048, 0.030, 0.032], [-0.027, -0.015, 0.035], [0.056, -0.072, -0.014], [0.031, -0.036, -0.049], [0.052, 0.006, 0.028], [-0.019, -0.007, 0.016], [0.001, 0.002, 0.015], [0.027, -0.011, -0.020], [0.013, -0.052, 0.101], [-0.095, -0.035, 0.049], [-0.037, -0.008, 0.003], [-0.052, 0.005, 0.007], [-0.025, -0.035, 0.002], [-0.043, -0.052, 0.065], [-0.038, 0.021, -0.089], [-0.066, 0.012, 0.020], [0.002, -0.032, -0.020], [-0.015, 0.000, -0.014], [-0.012, 0.018, 0.050], [0.028, 0.000, 0.007], [-0.019, 0.078, 0.065], [0.119, 0.027, 0.014], [0.063, 0.038, 0.367], [-0.148, -0.096, -0.595], [0.138, -0.145, -0.029], [-0.214, -0.031, -0.091], [0.137, -0.086, -0.148], [-0.060, -0.036, -0.038], [-0.018, 0.028, -0.056], [0.026, 0.043, 0.014], [-0.006, 0.012, 0.007], [0.058, -0.020, -0.055], [-0.172, 0.040, 0.112], [-0.084, -0.377, -0.131], [-0.048, 0.017, 0.018], [0.011, 0.046, -0.034], [0.010, 0.007, 0.020], [0.019, -0.022, 0.016], [-0.016, 0.010, -0.027], [-0.069, -0.098, 0.022], [-0.014, 0.021, -0.021], [-0.023, -0.001, 0.006], [0.027, -0.035, -0.011], [-0.055, -0.018, -0.031], [0.001, 0.008, 0.007], [0.026, -0.008, 0.029], [-0.003, -0.040, -0.028], [0.094, 0.270, 0.140], [0.108, 0.027, -0.031], [0.009, 0.019, 0.038], [-0.036, 0.011, -0.040], [0.022, -0.009, 0.018], [-0.058, 0.010, -0.018], [0.019, -0.012, -0.010], [-0.005, -0.025, 0.028], [-0.014, -0.006, 0.021], [0.016, 0.002, 0.006], [0.004, 0.014, -0.006], [0.001, 0.040, -0.015]]}

***

No. 2
{"formula": "C38H52ClNP2PdSi", "method": "ωB97M-V/def2-TZVPD", "multiplicity": 1, "e_lumo_ha": -0.0242, "e_homo_ha": -0.2590, "gap_ev": 6.389, "symbols": ["Pd", "Cl", "C", "C", "C", "C", "C", "C", "P", "C", "C", "C", "C", "C", "C", "C", "C", "C", "C", "C", "C", "H", "H", "H", "H", "H", "H", "H", "H", "H", "H", "H", "H", "H", "H", "C", "Si", "C", "C", "C", "C", "C", "C", "C", "H", "H", "H", "H", "H", "H", "H", "H", "H", "H", "H", "C", "C", "C", "C", "P", "N", "C", "C", "C", "C", "C", "C", "C", "C", "H", "H", "H", "H", "H", "H", "H", "H", "H", "H", "H", "H", "H", "H", "H", "H", "H", "H", "H", "H", "H", "H", "H", "H", "H", "H", "H"], "xyz": [[-0.449, 0.086, 0.530], [-2.304, -1.825, -0.239], [-3.221, -1.027, -1.465], [-3.918, -1.809, -2.373], [-4.680, -1.204, -3.357], [-4.751, 0.179, -3.422], [-4.051, 0.954, -2.512], [-3.267, 0.372, -1.516], [-2.317, 1.375, -0.296], [-3.490, 1.452, 1.114], [-4.742, 0.849, 1.129], [-5.568, 0.988, 2.238], [-5.150, 1.722, 3.335], [-3.895, 2.320, 3.330], [-3.071, 2.184, 2.227], [-2.567, 3.048, -1.009], [-3.567, 3.924, -0.594], [-3.740, 5.139, -1.241], [-2.917, 5.495, -2.299], [-1.918, 4.628, -2.717], [-1.746, 3.413, -2.075], [-3.860, -2.887, -2.299], [-5.221, -1.813, -4.070], [-5.351, 0.660, -4.184], [-4.125, 2.030, -2.575], [-5.072, 0.265, 0.279], [-6.544, 0.519, 2.237], [-5.795, 1.825, 4.198], [-3.560, 2.888, 4.189], [-2.087, 2.640, 2.220], [-4.222, 3.659, 0.225], [-4.530, 5.807, -0.919], [-3.057, 6.445, -2.798], [-1.274, 4.901, -3.544], [-0.983, 2.722, -2.410], [-2.451, -0.908, 3.354], [-0.679, -0.407, 2.816], [-0.058, 0.902, 4.055], [0.248, -2.032, 3.223], [0.647, -2.324, 4.526], [1.234, -3.543, 4.839], [1.436, -4.492, 3.848], [1.047, -4.218, 2.543], [0.459, -2.999, 2.238], [-2.543, -0.748, 4.432], [-2.611, -1.969, 3.158], [-3.248, -0.352, 2.864], [-0.328, 0.589, 5.065], [-0.499, 1.885, 3.878], [1.028, 1.003, 4.000], [0.499, -1.592, 5.313], [1.536, -3.753, 5.858], [1.898, -5.441, 4.091], [1.212, -4.953, 1.765], [0.185, -2.781, 1.209], [3.133, -0.890, 1.663], [3.531, -0.113, 0.406], [5.028, -0.267, 0.150], [3.208, 1.357, 0.700], [2.389, -0.666, -1.044], [0.899, -0.957, -0.662], [2.559, 0.671, -2.422], [1.919, 0.058, -3.674], [1.723, 1.903, -2.048], [3.988, 1.100, -2.748], [3.081, -2.306, -1.753], [3.282, -3.237, -0.551], [4.390, -2.207, -2.538], [1.990, -2.944, -2.626], [3.566, -0.403, 2.542], [3.467, -1.924, 1.662], [2.052, -0.879, 1.772], [5.571, 0.163, 0.997], [5.355, 0.249, -0.753], [5.319, -1.315, 0.077], [3.676, 1.643, 1.646], [2.129, 1.496, 0.809], [3.589, 2.028, -0.067], [0.932, -0.347, -3.443], [2.539, -0.732, -4.097], [1.807, 0.829, -4.442], [0.868, 1.624, -1.430], [1.348, 2.371, -2.961], [2.300, 2.658, -1.519], [4.630, 0.250, -2.978], [4.442, 1.667, -1.935], [3.968, 1.749, -3.629], [4.157, -2.966, 0.039], [3.433, -4.259, -0.910], [2.398, -3.228, 0.090], [5.178, -1.714, -1.968], [4.261, -1.678, -3.483], [4.734, -3.218, -2.775], [1.014, -2.803, -2.161], [2.182, -4.017, -2.714], [1.962, -2.534, -3.633]], "forces_ev_per_a": [[1.144, -0.053, -1.070], [-0.433, -0.601, 0.004], [-0.088, 0.306, -0.103], [0.044, -0.076, 0.019], [-0.018, 0.047, 0.000], [-0.028, 0.018, -0.048], [0.001, -0.036, 0.056], [0.313, -0.225, 0.029], [-0.948, -0.068, 1.183], [-0.096, 0.154, -0.152], [0.080, 0.089, -0.043], [-0.036, -0.035, 0.000], [-0.034, -0.007, 0.020], [0.019, 0.055, -0.033], [-0.039, 0.022, -0.041], [0.377, -0.046, -0.038], [0.012, -0.073, 0.019], [-0.004, 0.038, -0.023], [-0.041, 0.014, 0.017], [0.036, 0.007, -0.050], [0.003, -0.050, 0.061], [0.021, 0.012, 0.009], [0.002, -0.013, 0.010], [0.003, -0.003, 0.004], [0.028, 0.027, -0.013], [-0.046, 0.024, -0.012], [0.015, -0.020, 0.026], [0.003, -0.006, -0.004], [0.008, -0.004, -0.006], [-0.014, -0.001, 0.025], [-0.003, -0.012, 0.015], [0.021, 0.007, 0.013], [0.007, -0.006, 0.000], [0.003, -0.023, 0.007], [0.093, 0.032, -0.036], [0.208, 0.238, -0.343], [-0.478, -0.241, 0.230], [0.010, -0.087, -0.541], [-0.009, 0.373, -0.453], [-0.020, 0.074, 0.030], [0.025, -0.056, 0.021], [0.021, -0.015, 0.015], [-0.005, -0.020, 0.047], [-0.068, -0.072, -0.034], [0.060, -0.014, 0.023], [0.060, -0.008, -0.037], [0.041, -0.065, 0.080], [-0.011, -0.028, 0.012], [-0.013, -0.025, 0.004], [-0.006, 0.009, 0.006], [0.026, -0.022, 0.014], [0.000, 0.016, -0.001], [-0.001, 0.005, 0.002], [-0.017, 0.011, -0.009], [0.075, 0.004, 0.009], [0.047, 0.043, 0.015], [-0.356, -0.074, -0.185], [0.032, -0.016, -0.039], [-0.003, -0.001, -0.013], [0.724, -0.154, -0.123], [-0.561, 0.701, 1.140], [-0.176, -0.286, 0.235], [0.029, -0.012, -0.028], [0.016, 0.030, 0.006], [0.040, -0.039, -0.027], [0.035, 0.371, 0.071], [-0.007, 0.009, -0.011], [0.002, -0.120, -0.006], [-0.047, -0.046, 0.000], [0.044, 0.021, -0.030], [-0.042, 0.000, 0.004], [-0.029, -0.040, 0.056], [0.009, 0.010, 0.011], [0.049, -0.063, 0.123], [0.040, 0.082, 0.032], [0.025, -0.044, 0.005], [0.019, 0.074, -0.035], [-0.045, 0.015, 0.032], [0.005, -0.019, -0.055], [-0.081, 0.074, -0.015], [0.017, 0.035, 0.039], [-0.074, 0.002, 0.005], [-0.012, 0.020, -0.043], [-0.010, -0.029, 0.062], [-0.008, 0.187, -0.005], [-0.017, 0.008, -0.072], [-0.005, 0.020, -0.005], [-0.062, -0.051, 0.006], [0.006, 0.002, -0.030], [0.041, -0.035, 0.028], [-0.014, -0.079, -0.116], [0.036, -0.085, 0.032], [0.011, -0.003, -0.018], [-0.012, -0.028, -0.016], [0.055, 0.004, 0.000], [-0.023, -0.056, 0.049]]}

***

The following relative energy (zero: lowest compared OMol25 entry of this formula, charge and spin) values (in kcal per mole) correspond, in order, to the records above: 22.4; 40.8.